Entry from the OMol25 dataset: C31H22Cl3N3O4Ta as an isolated structure (the ωB97M-V functional and the def2-TZVPD basis).

XYZ file:
```
64
Properties=species:S:1:pos:R:3:lowdin_charge:R:1
Ta 0.409 -0.186 0.966 1.657
O 0.144 6.829 0.411 0.001
C 1.069 6.178 -0.086 -0.673
O 2.036 6.426 -0.813 0.002
C 0.990 4.653 0.296 -0.028
C -0.023 4.186 1.121 0.082
C -0.099 2.843 1.396 -0.164
N 0.779 1.956 0.866 0.010
C 1.811 2.424 0.119 -0.162
C 1.938 3.758 -0.181 0.084
C 2.768 1.386 -0.297 -0.178
C 3.920 1.627 -1.026 0.036
C 4.742 0.562 -1.344 -0.004
C 4.397 -0.715 -0.920 -0.012
C 3.240 -0.879 -0.193 -0.091
N 2.442 0.152 0.111 -0.036
C -1.083 2.234 2.310 -0.184
C -2.014 2.947 3.044 0.035
C -2.855 2.260 3.901 -0.006
C -2.739 0.879 4.006 -0.014
C -1.788 0.239 3.241 -0.102
N -0.980 0.902 2.407 -0.046
H -0.716 4.923 1.508 0.129
H 2.739 4.169 -0.784 0.129
H 4.163 2.632 -1.340 0.128
H 5.647 0.726 -1.913 0.127
H 5.018 -1.570 -1.144 0.122
H 2.930 -1.850 0.169 0.123
H -2.074 4.022 2.950 0.128
H -3.589 2.795 4.489 0.127
H -3.368 0.311 4.675 0.121
H -1.650 -0.833 3.287 0.113
Cl -0.655 -6.242 -3.342 0.717
C -0.357 -4.717 -2.592 -0.664
C -0.572 -4.571 -1.234 -0.105
C -0.328 -3.337 -0.664 -0.535
Cl -0.506 -3.052 1.035 0.818
C 0.117 -2.238 -1.392 -0.438
O 0.305 -1.051 -0.819 -0.332
C 0.339 -2.433 -2.759 -0.578
Cl 0.914 -1.092 -3.685 0.742
C 0.105 -3.654 -3.359 -0.107
H -0.918 -5.401 -0.634 0.118
H 0.281 -3.780 -4.418 0.116
C 1.206 -1.027 2.479 -0.300
H 1.638 -0.246 3.131 0.010
H 1.399 -2.022 2.863 -0.018
C -2.098 0.562 -1.824 0.018
C -2.459 -0.341 -0.691 -0.326
O -1.811 -0.296 0.367 -0.129
C -3.590 -1.266 -0.802 -0.153
C -4.328 -1.382 -1.983 -0.005
C -5.373 -2.284 -2.067 -0.048
C -5.695 -3.074 -0.970 -0.042
C -4.974 -2.960 0.213 -0.049
C -3.930 -2.060 0.298 -0.017
H -1.168 1.087 -1.621 0.081
H -2.903 1.288 -1.961 0.117
H -1.989 0.006 -2.755 0.092
H -4.089 -0.772 -2.844 0.117
H -5.938 -2.371 -2.985 0.116
H -6.514 -3.778 -1.037 0.116
H -5.234 -3.572 1.066 0.114
H -3.366 -1.958 1.215 0.098
```

HOMO	-10.4	eV
lowest unoccupied orbital energy	-4.51	eV
strongest force on any atom	0.7	eV Å⁻¹
ΔE to the lowest compared entry with this formula, charge and spin	0.0	kcal per mole
HOMO-LUMO gap	5.93	eV
net charge	+1


Entry from the OMol25 dataset: C31H22Cl5N6O5Ru as an isolated structure (the ωB97M-V functional and the def2-TZVPD basis).

XYZ file:
```
70
Properties=species:S:1:pos:R:3:lowdin_charge:R:1
Ru 1.169 0.585 0.772 1.543
Cl 2.890 6.685 -3.611 0.786
C 2.516 5.244 -2.809 -0.666
C 3.049 5.006 -1.518 -0.695
Cl 4.057 6.177 -0.789 0.745
C 2.760 3.837 -0.860 -0.591
Cl 3.392 3.486 0.672 0.816
C 1.908 2.839 -1.470 -0.398
O 1.604 1.764 -0.925 -0.138
C 1.387 3.117 -2.798 -0.576
Cl 0.395 1.928 -3.494 0.852
C 1.680 4.292 -3.439 -0.698
Cl 1.044 4.614 -4.992 0.743
C 0.485 -2.665 3.592 0.016
C 1.072 -1.385 3.080 -0.310
O 0.638 -0.995 1.974 -0.073
C 2.061 -0.663 3.836 -0.097
C 2.331 -1.022 5.174 -0.018
C 3.251 -0.339 5.922 -0.064
C 3.947 0.730 5.341 -0.043
C 3.723 1.093 4.036 0.006
C 2.782 0.405 3.253 -0.300
O 2.658 0.767 1.992 -0.256
H -0.132 -3.107 2.814 0.094
H -0.137 -2.462 4.466 0.105
H 1.268 -3.362 3.888 0.103
H 1.790 -1.844 5.622 0.114
H 3.441 -0.623 6.947 0.111
H 4.674 1.277 5.927 0.116
H 4.263 1.909 3.577 0.117
N -3.411 2.531 2.426 0.208
C -2.766 3.628 2.820 -0.483
N -3.446 4.590 3.462 0.179
N -1.482 3.852 2.620 0.126
C -0.649 3.044 2.065 -0.301
N 0.237 2.460 1.584 0.085
H -4.394 2.420 2.598 0.121
H -2.941 1.821 1.871 0.057
H -4.418 4.500 3.692 0.115
H -2.935 5.389 3.792 0.119
O -2.451 0.374 0.874 0.041
C -1.791 -0.219 0.039 -0.506
N -2.235 -1.212 -0.771 0.167
C -1.222 -1.743 -1.671 -0.245
C -0.022 -0.941 -1.146 -0.442
O 1.164 -1.091 -1.389 0.042
N -0.448 -0.004 -0.255 -0.009
C -1.049 -3.256 -1.541 -0.128
C 0.156 -3.868 -1.871 -0.018
C 0.274 -5.249 -1.817 -0.063
C -0.806 -6.035 -1.445 -0.080
C -2.011 -5.429 -1.123 -0.073
C -2.130 -4.048 -1.171 -0.029
C -1.490 -1.376 -3.137 -0.137
C -0.436 -1.276 -4.039 -0.062
C -0.684 -0.991 -5.374 -0.078
C -1.985 -0.811 -5.821 -0.077
C -3.038 -0.921 -4.926 -0.068
C -2.791 -1.202 -3.590 -0.022
H -3.193 -1.506 -0.740 0.143
H 1.006 -3.269 -2.161 0.106
H 1.218 -5.713 -2.073 0.108
H -0.712 -7.112 -1.409 0.106
H -2.863 -6.031 -0.835 0.107
H -3.084 -3.604 -0.915 0.105
H 0.582 -1.419 -3.700 0.109
H 0.143 -0.912 -6.067 0.110
H -2.178 -0.590 -6.863 0.107
H -4.057 -0.789 -5.266 0.108
H -3.629 -1.282 -2.909 0.109
```

HOMO (alpha / beta)	-11.0 / -11.0	eV
lowest unoccupied orbital energy (alpha / beta)	-2.74 / -5.52	eV
strongest force on any atom	0.7	eV Å⁻¹
expectation value of S²	6.0500
ΔE to the lowest compared entry with this formula, charge and spin	0.4	kcal per mole
HOMO-LUMO gap (alpha / beta)	8.27 / 5.50	eV
2S+1	5
net charge	+1


Entry from the OMol25 dataset: C31H22N6SeZn as an isolated structure (the ωB97M-V functional and the def2-TZVPD basis).

XYZ file:
```
61
Properties=species:S:1:pos:R:3:lowdin_charge:R:1
Zn 0.418 0.029 -0.081 0.675
Se -3.266 1.620 6.535 0.781
N -3.520 0.347 5.254 -0.327
C -2.572 0.591 4.339 -0.398
C -2.433 -0.208 3.136 -0.123
C -3.269 -1.265 2.833 -0.057
C -3.082 -2.003 1.650 -0.112
C -2.041 -1.644 0.807 -0.180
N -1.211 -0.635 1.053 0.020
C -1.384 0.112 2.209 -0.176
C -0.513 1.170 2.439 -0.175
N 0.483 1.419 1.501 0.023
C 1.323 2.426 1.712 -0.191
C 1.266 3.257 2.819 -0.118
C 0.267 3.022 3.783 -0.060
C -0.630 1.984 3.618 -0.123
C -1.677 1.685 4.577 -0.397
N -1.846 2.400 5.697 -0.327
H -4.063 -1.510 3.528 0.090
H -3.724 -2.834 1.389 0.072
H -1.863 -2.191 -0.116 0.096
H 2.090 2.566 0.954 0.082
H 1.984 4.060 2.927 0.069
H 0.182 3.638 4.669 0.089
C 1.763 1.995 -2.055 -0.159
N 2.149 0.992 -1.096 -0.035
C 3.024 0.112 -1.385 -0.111
C 2.998 -1.157 -0.709 -0.339
C 3.878 -2.241 -0.745 -0.100
C 3.245 -3.273 -0.038 -0.139
C 2.010 -2.756 0.381 -0.188
N 1.854 -1.488 -0.021 0.002
C 0.463 1.522 -2.746 -0.304
C 0.474 1.592 -4.210 -0.059
C -0.634 1.732 -4.961 -0.106
C -1.911 2.051 -4.355 -0.116
C -2.011 2.212 -3.023 -0.079
C -0.938 1.845 -2.097 -0.165
H 2.534 2.155 -2.822 0.102
H 1.594 2.945 -1.539 0.110
H 3.738 0.262 -2.207 0.120
H 4.850 -2.263 -1.220 0.078
H 3.621 -4.269 0.148 0.065
H 1.229 -3.257 0.938 0.092
H 1.442 1.523 -4.701 0.100
H -0.558 1.716 -6.043 0.084
H -2.757 2.268 -4.997 0.084
H -2.922 2.620 -2.595 0.101
H -0.921 2.402 -1.162 0.123
C -0.354 0.453 -2.037 -0.207
C -0.930 -0.657 -2.807 -0.226
C -2.295 -0.963 -2.765 -0.053
C -2.806 -2.087 -3.401 -0.110
C -1.968 -2.941 -4.109 -0.135
C -0.609 -2.649 -4.167 -0.109
C -0.102 -1.526 -3.532 -0.038
H -2.955 -0.314 -2.200 0.115
H -3.867 -2.303 -3.334 0.089
H -2.367 -3.821 -4.601 0.079
H 0.064 -3.311 -4.701 0.087
H 0.964 -1.321 -3.563 0.113
```

HOMO (alpha / beta)	0.7 / 0.7	eV
lowest unoccupied orbital energy (alpha / beta)	4.47 / 4.47	eV
strongest force on any atom	0.4	eV Å⁻¹
ΔE to the lowest compared entry with this formula, charge and spin	46.7	kcal per mole
HOMO-LUMO gap (alpha / beta)	3.75 / 3.74	eV
net charge	-2